No. 1
The following is a quantum chemistry calculation of a structure of composition C21H26AuN7P, from the OMol25 dataset.

```
! RIJCOSX wB97M-V def2-TZVPD def2/J DEFGRID3
* xyz 3 1
Au -0.25 -0.23 -0.10
N -1.13 -2.59 -1.74
P 0.31 -1.73 -1.73
C 0.42 -0.70 -3.17
C 0.46 0.70 -3.16
C 0.53 1.39 -4.36
C 0.56 0.69 -5.56
C 0.52 -0.70 -5.57
C 0.45 -1.40 -4.38
C 1.62 -2.87 -1.65
C 1.47 -4.12 -1.02
C 2.53 -5.01 -1.04
C 3.73 -4.64 -1.64
C 3.90 -3.39 -2.23
C 2.85 -2.49 -2.23
C -2.29 -1.98 -1.28
C -3.55 -2.55 -1.34
C -4.62 -1.88 -0.79
C -4.43 -0.63 -0.19
C -3.17 -0.11 -0.15
N -2.10 -0.77 -0.68
H -1.19 -3.52 -2.12
H 0.46 1.26 -2.23
H 0.57 2.47 -4.37
H 0.61 1.23 -6.50
H 0.54 -1.24 -6.51
H 0.43 -2.49 -4.40
H 0.55 -4.39 -0.53
H 2.42 -5.99 -0.60
H 4.56 -5.34 -1.63
H 4.84 -3.13 -2.69
H 2.97 -1.52 -2.70
H -3.67 -3.52 -1.82
H -5.60 -2.33 -0.82
H -5.25 -0.08 0.25
H -2.95 0.85 0.31
C 3.19 -0.90 3.11
N 2.63 0.46 2.95
C 2.86 1.39 4.08
C 1.79 0.72 1.97
N 1.32 -0.22 1.16
N 1.42 2.04 1.81
C 0.37 2.59 1.10
N 0.33 3.93 1.12
N -0.49 1.85 0.47
H 4.13 -0.82 3.63
H 3.40 -1.34 2.14
H 2.52 -1.53 3.69
H 3.72 1.02 4.63
H 2.00 1.42 4.74
H 3.12 2.39 3.75
H 1.60 -1.15 1.44
H 2.00 2.70 2.30
H 1.01 4.49 1.60
H -0.41 4.42 0.65
H -1.19 2.40 -0.01
*
```

HOMO-LUMO gap in eV: 7.07
Relative energy (zero: lowest compared OMol25 entry of this formula, charge and spin) in kcal/mol: 17.6
Lowest unoccupied orbital energy in eV: -10.52
M in g mol⁻¹: 604.4
Maximum force in eV/A: 0.93


No. 2
The following is a quantum chemistry calculation of a structure of composition C21H26BaN2O9P2S2, from the OMol25 dataset.

```
! RIJCOSX wB97M-V def2-TZVPD def2/J DEFGRID3
* xyz 0 1
Ba -2.27 0.30 -0.48
O 0.09 0.18 -1.87
S 1.23 1.12 -2.17
C 1.55 2.02 -0.64
C 1.98 1.15 0.53
C 1.89 1.89 1.87
C 0.49 2.18 2.37
S -0.54 0.77 2.86
O -0.73 -0.12 1.65
C 0.65 -0.10 3.88
C 1.25 -1.25 3.39
C 2.18 -1.91 4.19
C 2.49 -1.42 5.45
C 1.88 -0.27 5.92
C 0.95 0.40 5.14
C 2.69 0.11 -2.22
C 3.87 0.66 -2.72
C 5.02 -0.11 -2.74
C 4.99 -1.42 -2.28
C 3.81 -1.97 -1.81
C 2.65 -1.20 -1.77
H 0.60 2.54 -0.47
H 2.30 2.77 -0.90
H 3.01 0.83 0.38
H 1.36 0.25 0.56
H 2.41 2.85 1.79
H 2.44 1.31 2.62
H -0.14 2.70 1.64
H 0.52 2.79 3.28
H 0.98 -1.62 2.41
H 2.65 -2.81 3.82
H 3.22 -1.93 6.06
H 2.12 0.11 6.91
H 0.45 1.28 5.51
H 3.88 1.68 -3.09
H 5.94 0.31 -3.12
H 5.89 -2.02 -2.31
H 3.78 -2.99 -1.46
H 1.72 -1.61 -1.39
O -5.77 3.25 0.06
P -5.05 2.01 -0.59
O -5.78 1.41 -1.71
O -4.47 1.08 0.46
O -3.65 2.71 -1.24
P -2.62 3.66 -0.42
O -2.02 4.59 -1.59
O -3.37 4.46 0.59
O -1.48 2.76 -0.01
H -5.10 3.82 0.50
H -2.61 5.34 -1.75
N -0.62 -2.70 -2.66
C -1.97 -2.99 -2.64
C -2.47 -4.19 -3.15
C -3.82 -4.43 -3.08
C -4.66 -3.48 -2.50
C -4.08 -2.32 -2.02
N -2.77 -2.08 -2.08
H -0.06 -3.21 -3.32
H -0.38 -1.72 -2.56
H -1.79 -4.91 -3.59
H -4.23 -5.35 -3.47
H -5.73 -3.62 -2.44
H -4.70 -1.54 -1.58
*
```

HOMO-LUMO gap in eV: 8.82
Relative energy (zero: lowest compared OMol25 entry of this formula, charge and spin) in kcal/mol: 1.2
Lowest unoccupied orbital energy in eV: 0.02
M in g mol⁻¹: 713.9
Maximum force in eV/A: 0.19


No. 3
The following is a quantum chemistry calculation of a structure of composition C21H26Cl2F6N3OPdSbSi2, from the OMol25 dataset.

```
! RIJCOSX wB97M-V def2-TZVPD def2/J DEFGRID3
* xyz -1 4
Pd 0.27 -0.01 0.23
Cl 2.57 4.66 0.24
C 1.67 3.94 1.53
C 1.45 4.68 2.69
C 0.70 4.16 3.71
Cl 0.40 5.13 5.13
C 0.17 2.86 3.63
C -0.62 2.24 4.62
C -1.06 0.96 4.44
C -0.72 0.27 3.27
N -0.01 0.83 2.31
C 0.43 2.10 2.46
C 1.16 2.65 1.33
O 1.33 1.98 0.25
H 1.87 5.67 2.77
H -0.87 2.80 5.52
H -1.66 0.46 5.19
H -1.04 -0.75 3.12
C 3.03 -3.30 -1.53
Si 2.79 -1.43 -1.38
C 3.81 -0.60 -2.75
C 3.32 -0.73 0.29
N 1.11 -0.97 -1.54
C 0.27 -1.17 -2.53
C 0.61 -1.82 -3.75
C -0.31 -1.99 -4.75
C -1.63 -1.52 -4.59
C -2.01 -0.89 -3.43
C -1.09 -0.66 -2.38
N -1.39 0.00 -1.26
Si -2.93 0.77 -0.95
C -3.39 1.99 -2.33
C -4.30 -0.52 -0.73
C -2.76 1.82 0.60
H 4.08 -3.57 -1.38
H 2.72 -3.66 -2.51
H 2.44 -3.82 -0.77
H 4.87 -0.81 -2.65
H 3.67 0.48 -2.72
H 3.50 -0.95 -3.74
H 4.27 -1.15 0.65
H 2.58 -0.97 1.06
H 3.42 0.35 0.24
H 1.62 -2.19 -3.87
H -0.02 -2.47 -5.68
H -2.35 -1.68 -5.38
H -3.03 -0.54 -3.33
H -3.46 1.51 -3.31
H -2.64 2.77 -2.38
H -4.36 2.46 -2.12
H -4.54 -1.03 -1.67
H -5.22 -0.07 -0.35
H -3.98 -1.29 -0.02
H -1.79 2.31 0.58
H -2.85 1.23 1.51
H -3.52 2.61 0.63
F -0.20 -2.21 1.11
Sb 0.51 -3.33 2.56
F 2.14 -3.66 1.65
F 1.10 -4.44 3.97
F -0.31 -4.76 1.65
F -1.08 -2.97 3.54
F 1.29 -1.75 3.29
*
```

HOMO-LUMO gap (alpha / beta) in eV: 7.13 / 6.21
Relative energy (zero: lowest compared OMol25 entry of this formula, charge and spin) in kcal/mol: 4.8
<S²>: 3.78
Lowest unoccupied orbital energy (alpha / beta) in eV: 2.30 / 1.05
M in g mol⁻¹: 805.7
Maximum force in eV/A: 0.70